ORCA calculation (ωB97M-V with the def2-TZVPD basis set) on an isolated molecule of C20H39NO3.

Properties
Kohn-Sham gap   10.25 eV
E_LUMO   0.73 eV
SMILES   CCCCCCCCCCCCC/C=C/[C@@H](O)[C@H](CO)NC(C)=O
HOMO level   -9.526 eV

Element x y z (Å)
C -8.038 -1.267 -0.748
C -7.006 -1.881 0.190
C -5.590 -1.886 -0.388
C -5.005 -0.503 -0.680
C -4.867 0.371 0.567
C -4.073 1.661 0.310
C -2.623 1.611 0.794
C -1.765 0.583 0.061
C -0.308 0.574 0.529
C 0.485 1.798 0.077
C 1.935 1.737 0.550
C 2.752 2.932 0.067
C 4.232 2.813 0.460
C 4.905 1.712 -0.296
C 5.165 0.514 0.203
C 5.792 -0.623 -0.559
O 6.781 -1.270 0.192
C 4.715 -1.648 -1.038
C 4.082 -1.267 -2.386
O 3.122 -0.249 -2.258
N 3.621 -1.802 -0.096
C 3.742 -2.226 1.177
C 2.425 -2.314 1.914
O 4.813 -2.506 1.685
H -8.008 -1.758 -1.719
H -9.038 -1.383 -0.337
H -7.853 -0.206 -0.893
H -7.014 -1.346 1.141
H -7.290 -2.916 0.398
H -5.596 -2.461 -1.318
H -4.931 -2.404 0.314
H -4.023 -0.642 -1.134
H -5.628 0.014 -1.412
H -4.382 -0.203 1.360
H -5.865 0.632 0.922
H -4.087 1.889 -0.758
H -4.563 2.491 0.823
H -2.611 1.388 1.864
H -2.188 2.604 0.660
H -2.183 -0.411 0.228
H -1.794 0.784 -1.012
H -0.283 0.506 1.620
H 0.179 -0.319 0.129
H 0.466 1.851 -1.014
H 0.022 2.707 0.465
H 2.393 0.817 0.180
H 1.960 1.704 1.642
H 2.342 3.847 0.500
H 2.670 3.015 -1.020
H 4.303 2.624 1.533
H 4.735 3.758 0.244
H 5.154 1.940 -1.327
H 4.947 0.298 1.241
H 6.310 -0.235 -1.445
H 6.332 -1.765 0.906
H 5.238 -2.608 -1.147
H 4.869 -0.988 -3.097
H 3.540 -2.126 -2.791
H 3.552 0.544 -1.910
H 2.720 -1.504 -0.443
H 1.749 -2.990 1.395
H 1.963 -1.330 1.966
H 2.602 -2.683 2.920